[1]
{"formula": "C17H23N3O4S", "method": "ωB97M-V with the def2-TZVPD basis set", "symbols": ["C", "H", "H", "H", "C", "C", "H", "H", "S", "O", "O", "N", "C", "H", "C", "C", "N", "C", "N", "O", "C", "C", "C", "C", "C", "C", "H", "H", "O", "C", "H", "H", "H", "H", "H", "H", "C", "C", "C", "H", "H", "H", "H", "H", "H", "H", "H", "H"], "coordinates": [[2.253, -5.274, 1.279], [1.594, -6.104, 1.487], [2.809, -5.542, 0.478], [1.523, -4.613, 0.752], [2.930, -4.856, 2.252], [2.077, -4.271, 3.512], [1.319, -4.884, 3.683], [2.361, -4.158, 4.446], [1.281, -2.650, 3.093], [2.451, -1.779, 2.498], [0.562, -2.034, 4.425], [0.150, -2.988, 1.918], [0.408, -2.110, 0.503], [1.400, -1.799, 0.566], [-0.401, -0.749, 0.872], [-0.113, 0.204, -0.178], [-0.445, 1.457, -0.439], [-0.238, 1.764, -1.622], [-0.009, 0.836, -2.339], [0.256, -0.224, -1.324], [-0.635, 2.996, -2.218], [-0.219, 3.367, -3.328], [-0.559, 4.666, -3.955], [-0.952, 5.668, -3.108], [-1.634, 5.269, -1.915], [-1.151, 4.160, -1.431], [-1.213, 3.823, -0.493], [-1.895, 6.198, -1.241], [-1.206, 6.860, -3.602], [-0.982, 7.278, -5.024], [-1.749, 6.640, -5.666], [-0.056, 7.027, -5.301], [-1.362, 8.319, -5.089], [-0.216, 4.720, -5.183], [0.173, 2.521, -4.171], [0.058, -0.049, 1.905], [-1.926, -0.979, 1.217], [-1.681, -1.680, 2.672], [-1.109, -3.112, 2.320], [-1.041, -3.717, 3.383], [-1.441, -3.585, 1.469], [-1.252, -1.289, 3.628], [-2.829, -2.129, 2.815], [-2.158, -0.030, 1.452], [-2.372, -1.492, 0.531], [-0.076, -2.421, -0.306], [3.626, -3.848, 2.026], [3.690, -5.410, 2.747]], "forces_ev_per_a": [[-9.379, -3.690, -9.281], [-0.146, -0.779, 0.271], [2.128, -1.350, -2.554], [0.627, 0.242, 0.884], [8.063, 10.197, 12.113], [0.205, 1.860, -6.162], [-3.999, -2.920, 0.171], [2.936, 1.035, 4.210], [2.440, 4.631, 2.851], [-4.238, -2.956, 1.711], [2.815, -2.893, -5.105], [7.946, 1.689, -3.741], [-1.649, 3.186, 8.389], [1.797, -0.412, -0.654], [2.075, 1.177, 2.791], [-1.762, 3.610, -3.070], [-1.516, 0.429, 11.863], [-2.668, 5.072, -0.670], [4.137, -8.551, -4.624], [0.791, -2.586, -4.173], [-1.375, 3.187, 6.885], [1.757, 0.611, -12.556], [3.329, -2.522, -2.122], [-2.543, -1.415, -3.638], [1.984, 5.642, 0.963], [0.162, -5.319, -1.077], [-0.949, -0.455, 4.032], [-0.021, -2.206, -1.156], [-0.190, 3.351, -0.832], [-6.272, -1.516, 1.640], [1.588, 1.144, 1.148], [3.675, -0.303, -1.149], [0.932, -0.678, 0.221], [-1.084, 0.369, 4.048], [-0.677, 2.374, 2.569], [-1.031, -2.716, -2.832], [7.885, 1.115, 6.430], [-6.225, -4.276, -2.239], [-1.746, 1.328, 6.111], [-0.894, 0.838, -2.798], [-2.862, -1.437, -1.217], [-0.353, 0.273, -1.558], [2.339, 1.724, 0.682], [-2.170, 3.238, 0.108], [-3.224, -3.080, -3.751], [-1.385, -2.471, -3.298], [-1.703, -2.390, 0.090], [0.447, -1.401, 0.077]], "smiles": "CCCS(=O)(=O)N1CCC[C@H](c2nc(-c3ccc(OC)cc3)no2)C1", "orbital_gap_ev": 9.0, "multiplicity": 1, "total_charge": 0, "e_tot_ev": -41481.379, "homo_energy_ha": -0.3082}



[2]
{"formula": "C17H23N5O14", "method": "ωB97M-V with the def2-TZVPD basis set", "symbols": ["C", "N", "O", "O", "H", "H", "H", "C", "N", "O", "O", "H", "H", "H", "C", "N", "O", "O", "H", "H", "H", "C", "N", "O", "O", "H", "H", "H", "C", "N", "O", "O", "H", "H", "H", "C", "C", "C", "O", "C", "C", "C", "O", "H", "H", "H", "H", "C", "C", "C", "O", "C", "C", "C", "O", "H", "H", "H", "H"], "coordinates": [[-3.389, -3.860, 0.554], [-3.375, -2.778, -0.464], [-3.781, -1.665, -0.175], [-2.969, -3.071, -1.584], [-4.249, -4.494, 0.321], [-3.464, -3.561, 1.584], [-2.538, -4.459, 0.515], [4.430, 0.423, -4.003], [3.351, -0.414, -4.603], [2.765, 0.093, -5.578], [3.105, -1.504, -4.162], [5.207, -0.186, -3.594], [4.001, 0.960, -3.149], [4.867, 1.046, -4.733], [1.359, -0.996, 3.144], [0.740, -2.161, 3.891], [0.580, -2.074, 5.082], [0.297, -3.112, 3.201], [1.043, -0.034, 3.538], [1.190, -1.108, 2.057], [2.404, -1.076, 3.268], [3.521, -3.338, 1.081], [3.731, -1.872, 0.837], [4.770, -1.454, 1.278], [2.937, -1.180, 0.199], [4.388, -3.650, 1.622], [3.395, -3.748, 0.120], [2.625, -3.393, 1.670], [-3.139, 2.192, -2.358], [-2.253, 3.296, -2.033], [-2.736, 4.232, -1.386], [-1.053, 3.179, -2.196], [-4.029, 2.620, -2.767], [-3.286, 1.759, -1.360], [-2.624, 1.545, -3.008], [-2.073, 2.854, 2.217], [-2.812, 3.972, 2.000], [-2.217, 5.351, 1.631], [-2.939, 6.274, 1.294], [-0.693, 5.328, 1.543], [0.009, 4.237, 1.664], [-0.589, 2.958, 2.120], [0.122, 1.997, 2.316], [-2.501, 1.906, 2.457], [-3.908, 4.062, 2.042], [-0.283, 6.235, 1.157], [1.114, 4.169, 1.522], [-0.777, -1.172, 0.465], [-0.210, -2.372, 0.144], [0.617, -2.552, -1.052], [1.376, -3.526, -1.220], [0.517, -1.388, -1.964], [-0.122, -0.249, -1.688], [-0.852, -0.006, -0.460], [-1.435, 1.005, -0.124], [-1.143, -1.099, 1.477], [-0.336, -3.203, 0.840], [1.118, -1.481, -2.855], [0.195, 0.544, -2.332]], "forces_ev_per_a": [[-1.607, -0.180, 0.260], [0.302, 0.569, -0.860], [0.112, -0.627, 0.351], [-0.193, -0.132, 1.007], [0.085, 0.187, -0.087], [-0.296, 0.989, 0.087], [1.589, -0.786, -0.777], [-0.426, -0.435, 1.305], [-0.504, 1.319, -2.171], [0.774, -0.629, 1.491], [0.103, -0.330, 0.545], [0.226, -0.826, 0.167], [-0.085, 0.087, -0.463], [-0.068, 0.831, -0.845], [-0.408, -0.492, -0.788], [-1.654, -0.440, -1.262], [0.479, 0.049, -0.148], [1.117, 1.366, 0.937], [-0.367, -0.252, 0.094], [-0.322, 0.047, 0.856], [1.282, -0.138, 0.483], [-0.457, 1.531, 0.376], [0.057, 0.413, -0.589], [0.606, 0.691, 0.326], [0.213, -1.032, 0.616], [0.330, -0.351, 0.117], [-0.266, -0.871, -1.015], [-0.523, -0.362, 0.145], [-0.229, 0.293, 1.023], [1.095, 1.669, 2.099], [-0.008, -0.709, -0.960], [-0.302, -0.186, -0.710], [-0.618, 0.011, -0.179], [-0.310, -0.226, -0.547], [0.420, -0.844, -0.725], [-0.364, 2.410, -0.281], [0.079, 0.510, 0.108], [0.113, -1.569, -0.411], [1.178, -0.898, 0.713], [-2.019, 1.684, -0.771], [1.563, -1.395, 0.697], [-0.491, -0.299, -0.575], [0.231, -0.320, 0.337], [-0.155, -0.464, 0.082], [0.503, -0.578, 0.044], [0.421, 0.580, 0.018], [-1.049, 0.252, 0.006], [0.714, -1.908, -0.029], [-0.931, 0.817, 1.000], [0.521, -1.278, -0.312], [-1.692, 2.095, 0.181], [0.575, -0.649, -0.265], [1.317, 0.037, -1.001], [0.072, -0.589, 1.445], [0.141, -0.158, -0.508], [-0.622, 0.373, -0.038], [0.463, 0.227, -0.101], [0.095, 0.121, -0.164], [-0.812, 0.797, -0.333]], "smiles": "O=C1C=CC(=O)C=C1.O=C1C=CC(=O)C=C1.C[N+](=O)[O-].C[N+](=O)[O-].C[N+](=O)[O-].C[N+](=O)[O-].C[N+](=O)[O-]", "orbital_gap_ev": 8.1, "multiplicity": 1, "total_charge": 0, "e_tot_ev": -54100.007, "homo_energy_ha": -0.3654}



[3]
{"formula": "C17H23N5OS", "method": "ωB97M-V with the def2-TZVPD basis set", "symbols": ["C", "C", "C", "N", "C", "N", "N", "C", "C", "N", "C", "C", "C", "C", "H", "H", "H", "H", "S", "C", "H", "H", "C", "O", "N", "C", "C", "H", "C", "H", "H", "C", "H", "H", "C", "H", "H", "H", "H", "H", "H", "H", "H", "H", "H", "H", "H"], "coordinates": [[2.179, 4.374, -0.010], [1.200, 3.418, 0.655], [1.126, 2.096, -0.111], [0.187, 1.195, 0.500], [-1.137, 1.080, 0.205], [-1.718, 0.199, 0.983], [-0.786, -0.273, 1.809], [0.357, 0.314, 1.539], [1.590, 0.031, 2.243], [2.680, 0.726, 1.922], [3.801, 0.468, 2.570], [3.906, -0.486, 3.569], [2.771, -1.213, 3.904], [1.591, -0.956, 3.233], [0.676, -1.484, 3.445], [2.809, -1.966, 4.677], [4.846, -0.655, 4.071], [4.654, 1.062, 2.269], [-1.902, 1.960, -1.085], [-3.566, 1.251, -0.967], [-3.946, 1.444, 0.036], [-4.170, 1.804, -1.688], [-3.698, -0.249, -1.241], [-4.745, -0.803, -0.991], [-2.635, -0.841, -1.803], [-2.500, -2.277, -1.911], [-1.585, -2.822, -0.809], [-1.783, -2.343, 0.149], [-0.164, -2.551, -1.317], [0.516, -3.348, -1.021], [0.223, -1.626, -0.887], [-0.270, -2.435, -2.851], [0.060, -1.450, -3.185], [0.355, -3.172, -3.352], [-1.752, -2.647, -3.191], [-1.942, -3.696, -3.420], [-2.075, -2.047, -4.040], [-1.756, -3.893, -0.702], [-3.510, -2.688, -1.860], [-1.789, -0.307, -1.931], [0.798, 2.275, -1.139], [2.107, 1.615, -0.105], [0.206, 3.869, 0.690], [1.521, 3.209, 1.677], [1.866, 4.595, -1.028], [3.174, 3.936, -0.041], [2.231, 5.307, 0.544]], "forces_ev_per_a": [[-0.168, -0.108, 0.147], [0.104, -0.078, -0.204], [0.418, 0.619, -0.114], [-0.578, -0.637, 0.327], [0.039, -0.036, 0.117], [-0.708, 0.496, -0.664], [0.935, -0.400, 0.780], [-0.656, 0.083, -0.367], [0.509, -0.332, 0.514], [-0.371, 0.128, -0.204], [0.370, -0.126, 0.255], [-0.064, 0.018, -0.041], [0.010, 0.102, -0.098], [0.067, 0.126, -0.107], [-0.079, -0.067, 0.041], [-0.011, -0.050, 0.046], [0.086, 0.003, 0.024], [0.129, -0.018, 0.060], [-0.074, 0.343, -0.273], [0.155, -0.017, 0.237], [-0.066, -0.091, -0.117], [0.043, -0.026, 0.038], [0.155, 0.448, -0.083], [-0.353, -0.152, 0.190], [0.441, -0.137, -0.349], [-0.289, -0.338, 0.019], [-0.113, 0.066, 0.057], [-0.056, -0.072, 0.035], [0.059, -0.045, 0.104], [0.067, 0.046, 0.052], [0.048, 0.035, 0.056], [0.075, -0.045, -0.093], [0.057, 0.011, -0.051], [0.059, 0.071, -0.068], [-0.075, 0.044, 0.010], [-0.023, -0.049, -0.018], [-0.078, -0.050, -0.052], [-0.025, -0.083, 0.001], [0.134, 0.019, -0.037], [-0.165, 0.131, 0.063], [0.078, -0.065, 0.043], [-0.214, 0.121, -0.169], [-0.038, -0.043, 0.068], [-0.080, -0.028, 0.010], [0.027, 0.072, -0.136], [0.157, 0.001, -0.039], [0.063, 0.111, -0.013]], "smiles": "CCCn1c(SCC(=O)NC2CCCC2)nnc1-c1ccccn1", "orbital_gap_ev": 8.7, "multiplicity": 1, "total_charge": 0, "e_tot_ev": -38336.415, "homo_energy_ha": -0.3078}



[4]
{"formula": "C17H23NO5", "method": "ωB97M-V with the def2-TZVPD basis set", "symbols": ["C", "H", "H", "H", "O", "C", "O", "C", "C", "H", "H", "C", "N", "C", "O", "C", "C", "C", "C", "C", "C", "C", "H", "H", "O", "C", "H", "H", "H", "O", "C", "H", "H", "H", "H", "H", "H", "C", "C", "H", "H", "H", "H", "H", "H", "H"], "coordinates": [[-1.874, -2.665, 0.823], [-2.246, -3.268, -0.006], [-2.532, -1.822, 1.022], [-1.781, -3.296, 1.709], [-0.607, -2.109, 0.492], [0.222, -2.847, -0.249], [-0.019, -3.963, -0.626], [1.486, -2.068, -0.579], [1.086, -0.850, -1.423], [0.276, -0.325, -0.918], [0.729, -1.177, -2.401], [2.265, 0.109, -1.606], [2.831, 0.475, -0.331], [2.628, 1.624, 0.358], [3.099, 1.789, 1.469], [1.754, 2.691, -0.290], [0.328, 2.206, -0.307], [-0.195, 1.628, 0.851], [-1.465, 1.084, 0.868], [-2.252, 1.124, -0.305], [-1.744, 1.734, -1.437], [-0.460, 2.268, -1.439], [-0.085, 2.727, -2.342], [-2.332, 1.792, -2.338], [-3.476, 0.528, -0.209], [-4.314, 0.546, -1.337], [-4.562, 1.569, -1.639], [-3.863, 0.017, -2.183], [-5.225, 0.031, -1.034], [-2.045, 0.483, 1.943], [-1.293, 0.366, 3.125], [-1.941, -0.144, 3.837], [-0.389, -0.230, 2.967], [-1.015, 1.346, 3.527], [0.424, 1.605, 1.734], [2.098, 2.944, -1.293], [1.840, 3.582, 0.337], [3.350, -0.676, 0.381], [2.195, -1.623, 0.705], [1.481, -1.097, 1.341], [2.568, -2.494, 1.247], [4.097, -1.177, -0.243], [3.824, -0.320, 1.296], [3.052, -0.384, -2.189], [1.937, 0.991, -2.152], [2.143, -2.725, -1.156]], "forces_ev_per_a": [[-0.335, -0.237, -0.038], [-0.002, 0.052, 0.100], [0.058, -0.062, 0.003], [-0.007, 0.010, -0.056], [0.030, 0.360, 0.174], [0.515, -0.124, -0.315], [-0.106, -0.156, 0.017], [-0.305, 0.071, 0.158], [0.215, 0.040, -0.061], [-0.001, 0.010, -0.071], [-0.059, -0.001, -0.037], [-0.409, -0.060, -0.257], [0.271, -0.281, -0.070], [0.127, 0.375, -0.323], [-0.064, 0.156, 0.419], [0.064, 0.041, 0.224], [-0.234, 0.130, -0.280], [-0.201, -0.067, 0.093], [-0.150, -0.064, -0.007], [-0.098, -0.118, 0.120], [-0.267, -0.153, 0.062], [0.213, 0.071, 0.219], [0.085, 0.031, -0.098], [-0.111, -0.038, -0.063], [0.388, 0.112, 0.282], [-0.135, 0.001, -0.218], [0.023, -0.037, 0.005], [-0.009, 0.034, 0.027], [0.042, 0.043, -0.071], [-0.108, 0.146, -0.480], [0.172, -0.027, 0.230], [0.074, 0.039, -0.011], [-0.007, 0.030, -0.014], [-0.001, -0.035, -0.027], [0.061, -0.070, 0.171], [-0.030, -0.008, -0.021], [0.116, -0.099, -0.073], [0.028, -0.108, 0.483], [0.197, 0.025, -0.176], [0.030, 0.006, 0.072], [-0.018, -0.025, 0.066], [0.014, 0.026, 0.006], [0.009, -0.102, -0.178], [-0.038, 0.110, -0.030], [0.083, -0.024, -0.020], [-0.123, -0.021, 0.063]], "smiles": "COC(=O)C1CCN(C(=O)Cc2ccc(OC)c(OC)c2)CC1", "orbital_gap_ev": 8.9, "multiplicity": 1, "total_charge": 0, "e_tot_ev": -29730.147, "homo_energy_ha": -0.3026}



Energy above the lowest of the compared OMol25 structures with the same formula, charge and spin for every record listed, in sequence, given in kJ/mol: 1783.8, 0.0, 0.0, 187.1.